[1]
The following is a DFT calculation (wB97M-V/def2-TZVPD) of a molecular structure, C37H33AgBNO8P4S at a distorted geometry.

XYZ file:
```
86
Properties=species:S:1:pos:R:3
Ag -0.40 -1.31 1.26
O 0.60 3.08 2.47
S 0.68 2.08 1.37
C -0.27 2.97 0.07
C 0.06 4.24 -0.39
C -0.86 5.00 -1.09
C -2.13 4.50 -1.32
C -2.45 3.21 -0.92
C -1.52 2.42 -0.24
P -1.86 0.62 0.13
C -3.24 0.81 1.33
C -4.53 1.22 0.99
C -5.52 1.30 1.96
C -5.23 1.00 3.28
C -3.94 0.62 3.63
C -2.95 0.52 2.66
C -2.73 0.23 -1.44
C -3.83 -0.63 -1.46
C -4.48 -0.92 -2.66
C -4.03 -0.37 -3.85
C -2.89 0.44 -3.84
C -2.25 0.72 -2.65
C 2.33 2.29 0.66
C 3.00 3.48 0.90
C 4.29 3.67 0.42
C 4.92 2.63 -0.25
C 4.27 1.41 -0.42
C 2.96 1.22 0.01
P 2.09 -0.45 -0.03
C 3.62 -1.45 0.20
C 4.51 -1.16 1.23
C 5.61 -1.97 1.45
C 5.86 -3.06 0.64
C 4.99 -3.35 -0.40
C 3.87 -2.55 -0.61
C 1.89 -0.62 -1.88
C 2.83 -0.34 -2.86
C 2.52 -0.47 -4.21
C 1.26 -0.91 -4.60
C 0.31 -1.21 -3.63
C 0.63 -1.07 -2.28
H 1.05 4.64 -0.20
H -0.59 5.99 -1.44
H -2.88 5.10 -1.83
H -3.43 2.81 -1.14
H -4.78 1.45 -0.04
H -6.52 1.60 1.67
H -6.01 1.05 4.03
H -3.70 0.38 4.66
H -1.95 0.21 2.94
H -4.17 -1.10 -0.55
H -5.33 -1.58 -2.65
H -4.54 -0.58 -4.78
H -2.51 0.84 -4.77
H -1.36 1.34 -2.66
H 2.51 4.23 1.51
H 4.80 4.60 0.59
H 5.93 2.75 -0.61
H 4.82 0.59 -0.84
H 4.30 -0.33 1.89
H 6.28 -1.74 2.28
H 6.71 -3.70 0.83
H 5.16 -4.21 -1.03
H 3.17 -2.81 -1.39
H 3.82 -0.01 -2.59
H 3.27 -0.24 -4.96
H 1.02 -1.01 -5.65
H -0.67 -1.55 -3.92
H -0.10 -1.31 -1.52
O 2.04 -0.81 5.03
P 1.45 -0.99 3.53
O 2.08 0.10 2.74
O -0.05 -1.09 3.62
O 2.08 -2.40 3.12
P 1.41 -3.57 2.12
O 0.03 -3.81 2.93
O 2.28 -4.75 2.22
O 1.13 -2.96 0.77
H 1.60 -1.45 5.60
H -0.30 -2.94 3.23
B -4.78 -3.70 0.52
C -3.43 -2.96 0.81
N -2.48 -2.32 0.97
H -4.68 -4.88 0.79
H -5.64 -3.17 1.20
H -5.02 -3.55 -0.67
```

Computed properties:
- Charge: -2
- 2S+1: 1
- Frontier orbital gap: 0.25380 Ha
- HOMO energy: -2.862 eV
- LUMO energy: 4.04 eV

Results of the Mulliken charge analysis, in e, for atoms 1 through 5: 1.393 -0.885 1.256 0.311 -0.523

***

[2]
The following is a DFT calculation (wB97M-V/def2-TZVPD) of a molecular structure, C37H33Co2N2O6 at a distorted geometry.

XYZ file:
```
80
Properties=species:S:1:pos:R:3
C 6.35 -1.16 1.69
C 5.05 -0.49 2.03
C 4.93 0.90 2.11
C 3.71 1.50 2.40
C 3.57 2.99 2.43
C 2.59 0.69 2.62
N 1.33 1.30 2.90
C 0.23 1.14 2.08
C 0.30 0.63 0.80
N -0.88 1.47 2.83
C -2.20 1.03 2.48
C -2.76 -0.05 3.19
C -2.07 -0.72 4.32
C -4.00 -0.55 2.76
C -4.66 -0.01 1.65
C -5.97 -0.58 1.22
C -4.07 1.06 0.96
C -2.83 1.58 1.36
C -2.23 2.75 0.64
C -0.45 1.83 4.10
C 0.89 1.76 4.13
C 2.68 -0.71 2.55
C 1.49 -1.59 2.76
C 3.92 -1.28 2.24
H 6.57 -1.96 2.40
H 6.32 -1.61 0.69
H 7.17 -0.44 1.72
H 5.81 1.53 1.93
H 2.66 3.33 1.93
H 3.56 3.38 3.46
H 4.43 3.44 1.92
H -0.65 0.59 0.25
H 1.31 0.41 0.46
H -2.72 -1.52 4.70
H -1.13 -1.20 4.02
H -1.86 -0.05 5.17
H -4.44 -1.39 3.29
H -6.31 -0.13 0.29
H -5.89 -1.67 1.08
H -6.74 -0.41 1.99
H -4.58 1.49 0.11
H -2.81 2.94 -0.27
H -2.26 3.67 1.25
H -1.19 2.57 0.35
H -1.15 2.09 4.87
H 1.58 1.96 4.94
H 1.80 -2.64 2.67
H 1.03 -1.46 3.75
H 0.72 -1.42 2.00
H 3.99 -2.37 2.17
O -2.81 0.30 -1.73
C -1.87 -0.38 -1.61
Co -0.50 -1.40 -1.29
C 0.71 -2.55 -0.82
O 1.53 -3.31 -0.51
C -1.66 -2.44 -0.51
O -2.46 -3.08 0.04
C 0.10 -0.75 -4.16
C -0.73 0.05 -4.98
C -2.14 -0.09 -4.98
C -2.94 0.70 -5.81
C -2.35 1.64 -6.66
C -0.96 1.78 -6.68
C -0.15 0.99 -5.87
C 0.41 -0.91 -2.83
C 0.70 -0.07 -1.66
Co 1.25 -2.08 -4.03
C 0.40 -3.56 -3.56
O -0.17 -4.52 -3.24
C 2.81 -2.58 -3.34
O 3.82 -2.92 -2.90
C 1.76 -1.98 -5.71
O 2.10 -1.86 -6.81
H -2.59 -0.85 -4.33
H -4.02 0.57 -5.78
H -2.97 2.26 -7.31
H -0.49 2.51 -7.34
H 0.94 1.08 -5.88
H 1.74 -0.17 -1.33
H 0.39 0.98 -1.77
```

Computed properties:
- Charge: -1
- 2S+1: 1
- ΔE to the lowest compared entry with this formula, charge and spin: 0.0 kcal per mole
- Frontier orbital gap: 0.19934 Ha
- HOMO energy: -2.840 eV
- LUMO energy: 2.58 eV

Results of the Mulliken charge analysis, in e, for atoms 1 through 5: -1.494 0.797 -0.949 0.693 -1.533

***

[3]
The following is a DFT calculation (wB97M-V/def2-TZVPD) of 4 unconnected molecules or ions with the total composition C37H33FNO8PS.

XYZ file:
```
82
Properties=species:S:1:pos:R:3
C -3.07 2.31 -5.06
C -2.66 1.54 -3.80
F -3.67 0.64 -3.42
C -2.23 2.38 -2.61
C -3.01 3.44 -2.10
P -4.64 3.92 -2.78
C -5.34 5.07 -1.54
C -5.76 2.47 -2.59
C -2.52 4.19 -1.04
C -1.26 3.95 -0.51
C -0.50 2.91 -0.99
C -0.99 2.08 -2.01
N -0.17 0.99 -2.38
C 0.33 0.21 -1.31
C 0.19 -1.17 -1.28
C 0.70 -1.93 -0.23
C 0.50 -3.43 -0.21
C -1.00 -3.80 -0.25
C -1.78 -3.06 0.80
O -2.74 -2.35 0.60
O -1.29 -3.27 2.05
C 1.38 -1.29 0.79
C 1.50 0.09 0.80
C 0.98 0.84 -0.25
S 1.09 2.60 -0.29
H -4.11 2.07 -5.30
H -2.45 2.03 -5.90
H -3.00 3.39 -4.91
H -1.83 0.91 -4.11
H -5.17 4.72 -0.51
H -6.42 5.09 -1.70
H -4.93 6.07 -1.66
H -6.74 2.82 -2.27
H -5.88 2.00 -3.57
H -5.37 1.71 -1.92
H -3.09 5.00 -0.61
H -0.86 4.55 0.31
H -0.64 0.37 -3.02
H -0.35 -1.66 -2.09
H 0.88 -3.79 0.74
H 1.03 -3.90 -1.03
H -1.13 -4.87 -0.12
H -1.43 -3.53 -1.22
H -1.71 -2.63 2.64
H 1.80 -1.87 1.60
H 2.01 0.60 1.60
O 7.77 -0.42 -2.27
C 6.81 -1.05 -1.87
C 6.90 -2.50 -1.58
C 5.84 -3.18 -1.15
C 4.54 -2.52 -0.94
O 3.57 -3.13 -0.53
C 4.44 -1.06 -1.22
C 5.50 -0.38 -1.66
H 7.87 -2.96 -1.74
H 5.88 -4.24 -0.93
H 3.47 -0.60 -1.06
H 5.46 0.68 -1.88
O 6.89 -4.34 1.82
C 6.09 -3.89 2.63
C 4.63 -4.00 2.41
C 3.76 -3.50 3.28
C 4.22 -2.81 4.51
O 3.43 -2.35 5.31
C 5.68 -2.69 4.73
C 6.55 -3.19 3.86
H 4.32 -4.50 1.50
H 2.69 -3.57 3.14
H 5.99 -2.18 5.63
H 7.62 -3.12 3.99
O -2.97 -0.11 4.58
C -3.31 0.83 3.88
C -2.53 1.22 2.68
C -2.91 2.24 1.92
C -4.12 3.03 2.23
O -4.45 3.96 1.53
C -4.90 2.64 3.43
C -4.52 1.62 4.20
H -1.64 0.63 2.47
H -2.36 2.54 1.03
H -5.78 3.23 3.64
H -5.08 1.31 5.07
```

Computed properties:
- 2S+1: 1
- Frontier orbital gap: 0.22477 Ha
- Structure (SMILES): C[C@H](F)c1c(P(C)C)ccc2c1Nc1cc(CCC(=O)O)ccc1S2.O=C1C=CC(=O)C=C1.O=C1C=CC(=O)C=C1.O=C1C=CC(=O)C=C1
- HOMO energy: -7.718 eV
- LUMO energy: -1.60 eV

Results of the Mulliken charge analysis, in e, for atoms 1 through 5: -1.571 0.028 -0.356 0.111 0.995

***

Q: HOMO energy of number 2 (C37H33Co2N2O6)?
A: -2.840 eV

***

Q: What is the LUMO energy in the third record?
A: -1.60 eV